Here is a 6-piece molecular cluster, C14H40O10 overall at a distorted geometry from the OMol25 dataset. Energies are from ωB97M-V/def2-TZVPD.

XYZ file:
```
64
C14H40O10 ωB97M-V/def2-TZVPD
C -2.41 0.31 -3.79
C -2.82 -0.12 -2.43
C -2.19 -1.42 -1.98
O -2.65 0.93 -1.44
H -3.03 1.17 -4.06
H -2.75 -0.43 -4.51
H -1.41 0.76 -3.86
H -3.90 -0.28 -2.42
H -2.75 -2.23 -2.46
H -2.46 -1.55 -0.93
H -1.13 -1.59 -2.20
H -3.04 0.66 -0.61
C 1.50 -6.34 2.53
C 2.58 -7.22 3.13
C 2.48 -7.36 4.65
O 2.23 -8.51 2.57
H 1.85 -6.14 1.52
H 1.31 -5.40 3.05
H 0.55 -6.87 2.49
H 3.62 -6.99 2.88
H 2.58 -6.36 5.07
H 3.39 -7.74 5.12
H 1.51 -7.57 5.10
H 2.72 -9.06 3.19
C -3.84 7.66 -1.55
C -4.29 9.09 -1.04
O -3.68 9.21 0.19
O -4.67 6.66 -0.89
H -2.76 7.49 -1.48
H -4.06 7.56 -2.61
H -5.37 9.12 -0.90
H -4.01 9.84 -1.79
H -3.78 8.42 0.72
H -4.18 5.84 -0.76
C 3.41 -1.85 -6.18
C 4.47 -1.15 -7.13
O 4.43 -1.77 -8.38
O 3.38 -1.21 -4.93
H 3.79 -2.85 -5.98
H 2.35 -1.86 -6.43
H 5.45 -1.13 -6.66
H 4.27 -0.08 -7.06
H 4.62 -2.70 -8.27
H 4.26 -1.28 -4.55
C 4.95 4.14 1.35
C 3.85 3.61 0.40
O 3.85 2.20 0.75
O 4.76 3.65 2.73
H 5.01 5.23 1.33
H 5.85 3.83 0.83
H 4.11 3.86 -0.63
H 2.91 4.12 0.58
H 3.36 1.65 0.14
H 4.33 2.82 2.51
C -3.69 -0.29 5.23
C -3.28 -1.72 5.72
O -4.35 -2.41 6.20
O -4.65 -0.30 4.14
H -2.86 0.33 4.90
H -4.17 0.20 6.09
H -2.57 -1.81 6.54
H -2.80 -2.23 4.89
H -4.74 -1.80 6.84
H -5.42 -0.70 4.55
```

LUMO: 0.24 eV
ΔE to the lowest compared entry with this formula, charge and spin: 339.1 kJ/mol
HOMO energy: -9.9 eV
E: -1309.6143 a.u.
Orbital gap: 10.09 eV
Structure (SMILES): CC(C)O.CC(C)O.OCCO.OCCO.OCCO.OCCO